Record 1
{"formula": "C45H48F6O9", "method": "ωB97M-V/def2-TZVPD", "e_tot_ev": -82163.06003, "lumo_ev": [-3.98, -9.07], "homo_ev": [-10.65, -10.65], "gap_ev": [6.68, 1.59], "mol_weight_g_mol": 846.9, "s_squared": 0.764, "charge": 1, "spin_multiplicity": 2, "symbols": ["C", "O", "C", "O", "O", "C", "H", "H", "H", "H", "H", "H", "C", "O", "C", "O", "O", "C", "H", "H", "H", "H", "H", "H", "C", "O", "C", "O", "O", "C", "H", "H", "H", "H", "H", "H", "F", "C", "C", "C", "C", "C", "C", "H", "H", "H", "H", "H", "F", "C", "C", "C", "C", "C", "C", "H", "H", "H", "H", "H", "F", "C", "C", "C", "C", "C", "C", "H", "H", "H", "H", "H", "F", "C", "C", "C", "C", "C", "C", "H", "H", "H", "H", "H", "F", "C", "C", "C", "C", "C", "C", "H", "H", "H", "H", "H", "F", "C", "C", "C", "C", "C", "C", "H", "H", "H", "H", "H"], "coordinates": [[2.25591, -4.71647, -14.18628], [1.21388, -5.52660, -13.87073], [1.18533, -6.77144, -14.39429], [2.06182, -7.20183, -15.09272], [0.06154, -7.44089, -14.09814], [-0.42079, -8.49412, -14.88495], [1.91661, -4.46564, -15.19130], [3.26059, -5.10689, -14.02418], [2.21238, -3.84879, -13.52798], [-0.00892, -8.46000, -15.89355], [-1.50836, -8.55854, -14.85106], [0.01483, -9.41893, -14.50670], [5.85851, -12.99036, -18.31766], [6.41719, -14.29404, -18.46032], [7.30988, -14.52664, -19.38460], [7.71488, -13.74422, -20.19900], [7.52653, -15.85681, -19.43938], [8.63517, -16.26415, -20.20745], [5.49499, -12.65665, -19.28956], [6.58031, -12.30899, -17.86726], [4.99350, -13.03035, -17.65565], [9.53319, -15.66729, -20.04803], [8.51515, -16.28705, -21.29058], [9.13839, -17.18971, -19.92780], [-3.03225, -8.87841, -7.27434], [-2.35454, -9.17222, -8.51037], [-2.71173, -10.31168, -9.11669], [-3.68845, -11.00271, -8.79367], [-1.74387, -10.55975, -10.10700], [-1.85370, -11.79740, -10.79133], [-4.09360, -9.10478, -7.37640], [-2.76632, -7.88823, -6.90432], [-2.73279, -9.56305, -6.48081], [-1.64870, -12.69503, -10.20795], [-0.93500, -11.86662, -11.37382], [-2.78258, -11.75934, -11.36039], [-0.78404, -17.42381, -21.87884], [-0.74619, -16.76277, -20.66086], [-1.71575, -16.99996, -19.63513], [-1.60554, -16.29084, -18.41689], [-0.54670, -15.43487, -18.18047], [0.42781, -15.14394, -19.15088], [0.30776, -15.82445, -20.43521], [-2.50974, -17.68314, -19.89829], [-2.28093, -16.50846, -17.60273], [-0.47868, -14.94703, -17.21933], [1.09214, -14.29870, -19.04779], [0.93958, -15.62166, -21.28732], [-2.95077, -7.96557, -18.95992], [-2.54888, -9.00780, -18.16090], [-3.39543, -9.24873, -17.09997], [-3.04433, -10.30245, -16.18995], [-1.95036, -11.10394, -16.54256], [-1.05272, -10.73381, -17.52454], [-1.32641, -9.63534, -18.33758], [-4.32210, -8.69783, -17.03518], [-3.58325, -10.56991, -15.29305], [-1.60271, -11.86516, -15.85985], [-0.16081, -11.31566, -17.70433], [-0.71765, -9.42476, -19.20445], [2.46999, -9.64216, -7.84377], [2.70044, -9.42907, -9.13711], [3.99183, -9.13071, -9.53903], [4.27941, -8.82673, -10.89687], [3.20835, -8.75629, -11.80920], [1.88330, -8.87382, -11.32488], [1.62635, -9.21852, -10.02707], [4.74808, -9.12257, -8.76804], [5.31617, -8.75124, -11.18984], [3.35672, -8.44664, -12.83316], [1.07522, -8.68739, -12.01674], [0.62390, -9.18379, -9.62669], [1.98939, -14.47933, -11.71779], [1.64910, -15.65608, -12.16392], [0.47145, -15.79285, -12.85234], [0.17095, -17.09399, -13.41046], [1.00100, -18.20647, -13.10258], [2.15982, -18.08224, -12.42636], [2.45919, -16.76117, -11.95635], [-0.16087, -14.91929, -12.91111], [-0.67423, -17.17159, -14.07834], [0.66117, -19.12750, -13.55272], [2.77208, -18.90998, -12.10020], [3.46654, -16.66168, -11.57985], [5.01813, -8.75317, -16.58215], [5.74122, -8.74821, -15.43115], [5.60843, -7.69127, -14.49750], [6.38580, -7.75713, -13.32517], [7.26134, -8.77414, -13.13035], [7.38834, -9.82509, -14.00555], [6.62415, -9.84759, -15.19993], [4.93993, -6.86832, -14.70307], [6.30878, -6.94185, -12.62106], [7.82876, -8.76444, -12.21146], [8.01705, -10.69040, -13.85603], [6.63631, -10.68438, -15.88260], [-0.52905, -12.72235, -13.97402], [0.66462, -12.39194, -14.44948], [1.47949, -11.61400, -13.59996], [2.75118, -11.35962, -14.16283], [3.15180, -11.85927, -15.42379], [2.27343, -12.63463, -16.17161], [0.97642, -12.88211, -15.71135], [1.17728, -11.37780, -12.59036], [3.44862, -10.71637, -13.64688], [4.13976, -11.64532, -15.80400], [2.53806, -13.03627, -17.13859], [0.25576, -13.35182, -16.36437]], "atomic_forces_ev_per_a": [[0.8, 1.8, -0.9], [-3.0, -3.6, 2.3], [0.1, 0.3, -0.6], [0.3, -0.4, -0.2], [-0.3, 2.2, 1.3], [1.2, -1.3, -0.6], [1.7, 0.8, -0.5], [-0.1, -0.5, -0.6], [-0.3, 0.1, -0.1], [-0.4, 0.4, -0.2], [0.3, 0.4, 0.1], [-0.3, -0.3, 0.3], [0.0, 0.2, -0.4], [-0.9, -0.4, 1.7], [-0.3, -0.5, -2.1], [0.5, 0.4, 0.4], [0.3, -0.2, 0.8], [2.4, 0.1, -0.8], [0.3, 0.3, 0.0], [0.1, 0.1, -0.4], [0.2, -0.5, 0.1], [-0.4, 1.0, 0.1], [-0.7, 0.1, 0.1], [-1.4, -0.7, 0.5], [-0.4, -0.9, 0.5], [0.2, -0.2, -0.2], [-0.7, -1.2, 0.5], [2.8, 1.4, -1.4], [-1.6, 0.5, 2.2], [0.8, 0.0, -0.3], [-0.1, 0.7, -0.2], [-0.2, 0.0, -0.7], [0.5, -0.3, -0.2], [-1.1, 0.1, 0.8], [-0.4, 0.6, -0.8], [0.2, -0.7, -0.1], [-0.1, 1.6, 3.2], [0.5, -0.4, -0.7], [0.2, 0.8, 0.3], [-0.8, -2.4, -1.8], [1.0, 0.9, 0.2], [-1.0, -1.5, -3.7], [0.1, 1.1, 2.0], [-0.2, -0.1, 0.4], [-0.3, 0.0, -0.2], [-0.1, 0.0, 0.1], [0.4, -0.3, 0.1], [0.3, 0.2, 0.2], [0.7, -0.9, 0.1], [-0.3, 1.4, 0.1], [0.2, -1.8, 1.4], [0.1, 0.4, -2.1], [0.5, 0.7, 1.5], [-0.4, 0.5, -0.9], [-0.5, -0.6, -0.6], [0.1, 0.2, 0.2], [-0.4, 0.3, -0.1], [-0.4, -0.3, 0.0], [0.1, 0.0, 0.1], [0.1, 0.3, 0.1], [-0.2, -0.3, 0.3], [0.0, 1.6, -1.5], [0.0, -0.3, -0.6], [-1.4, -0.8, 0.6], [0.1, 0.4, 1.2], [1.1, -0.1, -1.0], [0.3, -0.2, 1.4], [0.3, -0.1, -0.1], [-0.1, 0.3, -0.1], [0.2, -0.1, -0.2], [-0.2, 0.1, 0.0], [-0.2, -0.4, 0.0], [0.6, 1.6, 0.7], [0.0, -2.6, -0.5], [-0.7, -2.1, -1.0], [1.3, 1.8, 1.4], [-2.5, 0.4, -2.2], [0.3, 2.6, 1.8], [1.2, -1.3, -0.5], [-0.2, -0.1, -0.4], [-0.2, -0.3, 0.2], [0.2, -0.4, 0.2], [0.1, 0.0, -0.4], [-0.1, 0.4, 0.6], [0.2, 0.1, 0.6], [0.8, -0.5, 0.9], [0.5, -1.3, -0.6], [-1.2, 1.2, -1.6], [0.9, -0.7, 1.2], [-1.0, -0.7, -2.1], [-0.8, 1.7, 1.0], [-0.1, 0.0, 0.0], [0.0, 0.0, 0.1], [0.2, -0.1, 0.0], [0.3, 0.2, 0.4], [0.2, 0.1, -0.1], [-1.2, -0.2, 0.4], [0.3, 0.4, 0.8], [1.2, -1.2, -2.4], [-0.5, 0.2, 0.1], [-0.7, -0.2, 0.4], [-0.5, 0.2, 0.1], [1.3, 0.7, 0.0], [0.0, 0.3, -0.1], [0.1, -0.1, 0.2], [0.0, 0.1, 0.1], [0.3, 0.1, -0.1], [-0.1, -0.1, 0.4]], "lowdin_spin": [0.0000, 0.0000, 0.0000, 0.0000, 0.0000, 0.0000, 0.0000, 0.0000, 0.0000, 0.0000, 0.0000, -0.0001, 0.0000, 0.0000, 0.0000, 0.0000, 0.0000, 0.0000, 0.0000, 0.0000, 0.0000, 0.0000, 0.0000, 0.0000, 0.0000, 0.0000, 0.0000, 0.0000, 0.0000, 0.0000, 0.0000, 0.0000, 0.0000, 0.0000, 0.0000, 0.0000, 0.0888, 0.2337, 0.0768, 0.0565, 0.2297, 0.0434, 0.0815, 0.0009, -0.0002, 0.0086, -0.0007, 0.0010, 0.0028, 0.0065, 0.0064, 0.0008, 0.0092, 0.0054, -0.0002, 0.0002, -0.0001, 0.0000, -0.0003, -0.0001, 0.0000, 0.0000, 0.0000, 0.0000, 0.0000, 0.0000, 0.0000, 0.0000, 0.0000, 0.0000, 0.0000, 0.0000, 0.0002, 0.0007, 0.0005, -0.0001, 0.0007, 0.0007, 0.0000, -0.0001, 0.0000, 0.0000, 0.0000, 0.0000, 0.0000, 0.0000, 0.0000, 0.0000, 0.0000, 0.0000, 0.0000, 0.0000, 0.0000, 0.0000, 0.0000, 0.0000, 0.0157, 0.0375, 0.0020, 0.0221, 0.0394, 0.0004, 0.0291, -0.0004, 0.0007, 0.0016, -0.0006, -0.0006]}

***

Record 2
{"formula": "C45H48GeN4O3Si2V", "method": "ωB97M-V/def2-TZVPD", "e_tot_ev": -157510.95136, "lumo_ev": [2.11, 2.11], "homo_ev": [-3.78, -3.79], "gap_ev": [5.90, 5.89], "mol_weight_g_mol": 872.6, "charge": -1, "symbols": ["V", "O", "C", "C", "C", "C", "C", "C", "C", "O", "N", "N", "C", "C", "C", "C", "C", "C", "C", "O", "H", "H", "H", "H", "H", "H", "H", "H", "H", "H", "C", "Si", "C", "C", "N", "C", "C", "C", "C", "C", "C", "N", "Si", "C", "C", "C", "H", "H", "H", "H", "H", "H", "H", "H", "H", "H", "H", "H", "H", "H", "H", "H", "H", "H", "H", "H", "H", "H", "C", "Ge", "C", "C", "C", "C", "C", "C", "C", "C", "C", "C", "C", "C", "C", "C", "C", "C", "C", "C", "H", "H", "H", "H", "H", "H", "H", "H", "H", "H", "H", "H", "H", "H", "H", "H"], "coordinates": [[-0.51832, -0.40832, 0.96904], [-2.19106, -4.48864, 0.62587], [-1.04295, -5.16302, 0.42582], [-1.14660, -6.54104, 0.22319], [-0.01551, -7.30578, 0.01755], [1.24962, -6.71622, 0.00649], [1.35653, -5.35145, 0.20115], [0.22560, -4.55655, 0.41050], [0.36194, -3.09669, 0.61454], [-0.70423, -2.40908, 0.91624], [1.53529, -2.54879, 0.54695], [1.39179, -1.19798, 0.91055], [2.49216, -0.65257, 1.29210], [2.57202, 0.56076, 2.07396], [3.80724, 0.96146, 2.59954], [3.88777, 1.95805, 3.54273], [2.70869, 2.56918, 3.99145], [1.48615, 2.20385, 3.47418], [1.40592, 1.21174, 2.48799], [0.22931, 0.84479, 2.00865], [-1.97180, -3.54212, 0.73845], [-2.13671, -6.98191, 0.23054], [-0.11621, -8.37544, -0.13497], [2.13725, -7.31696, -0.15613], [2.32248, -4.85947, 0.19479], [3.39407, -1.23614, 1.14593], [4.70470, 0.45512, 2.25581], [4.84741, 2.25706, 3.94394], [2.75637, 3.33706, 4.75429], [0.56384, 2.66329, 3.81185], [-2.01526, 0.90966, 4.68396], [-2.06052, -0.64947, 3.64171], [-3.46637, -1.73521, 4.21856], [-0.50024, -1.60937, 4.01055], [-2.15400, -0.28615, 1.94651], [-3.38927, -0.18835, 1.26333], [-4.60186, 0.16167, 1.84386], [-5.77400, 0.23505, 1.08772], [-5.71709, -0.05255, -0.26675], [-4.50776, -0.40762, -0.86124], [-3.31542, -0.49307, -0.11095], [-2.06877, -0.86249, -0.55884], [-1.88104, -1.51278, -2.14499], [-3.09360, -2.89557, -2.49608], [-0.18001, -2.20867, -2.46925], [-2.13912, -0.23421, -3.50496], [-2.84675, 0.92918, 5.40173], [-2.08822, 1.80100, 4.04889], [-1.07485, 0.97085, 5.25043], [-3.09715, -2.43960, 4.97646], [-3.88287, -2.31401, 3.38300], [-4.28495, -1.15411, 4.66109], [-0.46867, -1.83064, 5.08375], [0.41396, -1.05661, 3.76056], [-0.48636, -2.55725, 3.46403], [-4.63025, 0.40873, 2.90425], [-6.70851, 0.52205, 1.55483], [-6.61522, 0.00346, -0.87236], [-4.48034, -0.61792, -1.92457], [-3.22473, -3.54513, -1.62123], [-2.71242, -3.50656, -3.32747], [-4.08126, -2.51272, -2.78250], [-0.11429, -3.28268, -2.24853], [0.58707, -1.69555, -1.88736], [0.05713, -2.06295, -3.53151], [-3.11949, 0.26032, -3.44579], [-2.06088, -0.72675, -4.48690], [-1.36441, 0.54631, -3.46768], [-0.07929, 0.68166, -0.51451], [1.25882, 1.90240, -1.17565], [0.31446, 3.57019, -1.63372], [1.01148, 4.75852, -1.88219], [0.33682, 5.92341, -2.23675], [-1.04968, 5.91868, -2.35280], [-1.75628, 4.74599, -2.11688], [-1.07908, 3.58441, -1.75879], [2.89704, 2.54081, -0.29064], [2.79550, 3.48765, 0.73526], [3.92677, 4.07261, 1.28992], [5.19082, 3.71576, 0.83206], [5.31238, 2.77516, -0.18277], [4.17297, 2.19763, -0.74433], [1.84791, 1.16528, -2.89784], [2.63623, 0.01181, -2.95833], [3.07634, -0.49752, -4.17297], [2.72863, 0.13960, -5.35970], [1.93452, 1.27989, -5.32123], [1.49807, 1.78721, -4.09914], [-0.81294, 0.78128, -1.30744], [2.09413, 4.77739, -1.80588], [0.89489, 6.83534, -2.42257], [-1.57592, 6.82755, -2.62088], [-2.83561, 4.73250, -2.21063], [-1.65076, 2.68135, -1.56242], [1.81674, 3.77639, 1.10594], [3.82231, 4.80731, 2.08214], [6.07529, 4.17065, 1.26367], [6.29412, 2.49679, -0.55049], [4.28773, 1.48535, -1.55248], [2.89388, -0.51761, -2.04379], [3.68034, -1.39780, -4.19529], [3.07078, -0.25577, -6.30998], [1.65224, 1.77803, -6.24277], [0.87336, 2.67560, -4.08533]], "atomic_forces_ev_per_a": [[-1.7, 0.1, -3.1], [0.0, -0.3, -0.1], [0.0, 0.1, 0.0], [0.0, -0.1, 0.0], [0.0, 0.0, 0.0], [0.0, 0.0, 0.0], [0.0, 0.0, 0.0], [-0.1, 0.0, -0.1], [-0.3, 0.1, 0.3], [0.8, -0.8, -0.1], [0.1, 0.5, -0.1], [0.4, -0.5, 0.3], [0.0, 0.2, 0.2], [0.1, -0.4, -0.1], [0.1, -0.1, 0.0], [-0.1, 0.0, 0.1], [0.0, -0.1, 0.0], [-0.1, 0.2, 0.1], [-0.5, -0.3, -0.2], [1.1, 1.0, 1.8], [0.1, 0.3, 0.0], [0.1, 0.0, 0.0], [0.0, 0.1, 0.0], [-0.1, 0.0, 0.0], [-0.1, 0.0, 0.0], [0.2, 0.0, 0.0], [-0.1, 0.0, 0.0], [0.0, 0.0, 0.0], [0.0, 0.0, 0.0], [0.1, 0.0, 0.0], [0.0, 0.3, 0.2], [0.1, 0.1, 0.1], [-0.4, -0.2, 0.0], [0.4, -0.1, -0.1], [-0.5, 0.0, -0.5], [0.2, 0.1, 0.5], [0.0, 0.1, 0.2], [0.1, 0.0, 0.1], [0.2, 0.0, 0.0], [0.1, 0.0, 0.0], [0.2, -0.2, -0.3], [-0.5, 0.4, 0.6], [0.0, 0.1, 0.0], [-0.3, -0.3, -0.1], [0.3, -0.2, 0.1], [-0.1, 0.3, -0.2], [0.2, 0.0, -0.1], [0.0, -0.1, 0.1], [-0.2, 0.0, -0.1], [-0.1, 0.1, -0.1], [0.1, 0.1, 0.2], [0.1, -0.1, -0.1], [0.0, 0.0, -0.1], [-0.1, -0.1, 0.1], [0.0, 0.1, 0.1], [0.0, 0.0, -0.1], [0.0, 0.0, 0.0], [0.0, 0.0, 0.0], [-0.1, 0.0, 0.1], [0.0, 0.1, -0.2], [-0.1, 0.1, 0.1], [0.2, -0.2, 0.0], [0.0, 0.2, 0.0], [0.0, 0.0, -0.1], [0.0, -0.1, 0.1], [0.2, -0.1, 0.0], [0.0, 0.1, 0.2], [-0.1, -0.1, -0.1], [-0.1, -0.5, 0.6], [0.1, 0.2, -0.1], [-0.2, 0.2, 0.0], [-0.2, -0.1, -0.1], [0.0, -0.1, 0.0], [0.1, -0.1, 0.0], [0.1, 0.0, 0.0], [0.1, 0.1, 0.0], [0.1, 0.1, 0.1], [0.1, 0.1, -0.2], [0.0, 0.0, -0.2], [-0.1, 0.0, -0.1], [-0.1, 0.0, 0.0], [0.0, 0.1, 0.2], [0.1, 0.0, -0.2], [-0.1, 0.0, 0.0], [-0.1, 0.1, 0.0], [0.0, 0.1, 0.1], [0.0, 0.0, 0.1], [0.1, -0.1, 0.0], [-0.1, -0.2, 0.0], [0.0, 0.0, 0.0], [0.0, 0.0, 0.0], [0.0, 0.0, 0.0], [0.0, 0.0, 0.0], [0.0, 0.1, 0.0], [0.1, 0.0, -0.1], [0.0, -0.1, 0.0], [0.0, 0.0, 0.0], [0.0, 0.0, 0.0], [0.0, 0.0, 0.0], [0.0, 0.0, 0.0], [0.0, 0.0, 0.0], [0.0, 0.0, 0.0], [0.0, 0.0, 0.0], [0.1, 0.0, 0.0]], "lowdin_charge": [0.8627, 0.0625, -0.2574, -0.0188, -0.0969, -0.1049, -0.0336, -0.0784, -0.4245, -0.1724, 0.1060, -0.0571, -0.0538, -0.1595, -0.0448, -0.1070, -0.0881, -0.0109, -0.3266, -0.2124, 0.0755, 0.1146, 0.0968, 0.0917, 0.1060, 0.1306, 0.1179, 0.1019, 0.1023, 0.1169, -0.1687, 0.4064, -0.1726, -0.1600, -0.1493, -0.2787, -0.0689, -0.1345, -0.1288, -0.0581, -0.3003, -0.1432, 0.3869, -0.1672, -0.1497, -0.1676, 0.0218, 0.0307, 0.0232, 0.0285, 0.0404, 0.0233, 0.0374, 0.0238, 0.0329, 0.0903, 0.0825, 0.0873, 0.0631, 0.0254, 0.0308, 0.0187, 0.0339, -0.0006, 0.0363, 0.0224, 0.0313, 0.0123, -0.2177, 0.9625, -0.2680, -0.1098, -0.0988, -0.1065, -0.0888, -0.0921, -0.2696, -0.1255, -0.1009, -0.1050, -0.0933, -0.0960, -0.2621, -0.1339, -0.0934, -0.1028, -0.0927, -0.0976, -0.0438, 0.0990, 0.0945, 0.0931, 0.0995, 0.0930, 0.1124, 0.1056, 0.0959, 0.0956, 0.0841, 0.1001, 0.0994, 0.0938, 0.0959, 0.0941]}